Record 1
Here is a structure of composition C31H62B2BrCaF7I2KMgN4O15P2S from the OMol25 dataset. Energies are from ωB97M-V/def2-TZVPD.

* highest occupied orbital energy: -9.53 eV
* strongest force on any atom: 5.82 eV/A
* charge: +1
* LUMO: -8.6 eV

CARTESIAN COORDINATES (ANGSTROEM)
C1 3.27 2.02 -0.35
C2 2.81 1.01 -1.42
C3 2.78 -0.29 -0.66
Br1 4.63 -0.71 -0.23
C4 1.95 -1.47 -1.27
C5 2.74 -2.34 -2.24
C6 3.18 -1.63 -3.53
C7 4.69 -1.45 -3.67
O1 5.00 -1.22 -5.03
C8 4.79 0.14 -5.36
O2 0.89 -0.88 -2.03
C9 -0.50 -0.70 -1.64
C10 -0.79 0.65 -2.35
P1 -1.39 -1.94 -2.85
C11 -0.12 -2.44 -4.13
C12 -2.55 -1.07 -3.99
C13 -3.86 -0.45 -3.46
C14 -0.83 -0.68 -0.06
C15 -1.04 0.84 0.34
C16 0.13 1.81 0.45
O3 0.75 1.80 1.82
C17 1.36 3.09 1.98
O4 1.28 3.66 3.04
C18 -2.14 -1.34 0.55
I1 -3.70 -2.23 -0.57
C19 -2.48 -1.41 1.85
C20 -3.73 -1.95 2.49
I2 -1.20 -0.75 3.48
N1 0.34 -1.36 0.68
C21 1.37 -2.26 -0.09
P2 0.49 -3.89 -0.43
N2 1.29 -5.04 0.28
B1 2.49 -2.77 1.04
O5 3.62 -3.42 0.71
N3 2.26 -2.57 2.51
C22 2.65 -3.77 3.28
C23 3.03 -1.38 2.96
H1 2.65 2.89 -0.41
H2 3.21 1.56 0.64
H3 4.32 2.27 -0.48
H4 3.47 1.08 -2.28
H5 1.82 1.33 -1.74
H6 2.30 -0.10 0.29
H7 2.13 -3.20 -2.55
H8 3.63 -2.78 -1.78
H9 2.92 -2.26 -4.40
H10 2.64 -0.70 -3.71
H11 5.20 -2.37 -3.38
H12 5.05 -0.57 -3.13
H13 3.76 0.50 -5.18
H14 5.46 0.76 -4.76
H15 5.00 0.33 -6.40
H16 -0.18 1.47 -1.97
H17 -0.48 0.54 -3.39
H18 -1.83 0.96 -2.27
H19 0.41 -3.36 -3.85
H20 -0.70 -2.67 -5.04
H21 0.54 -1.60 -4.40
H22 -2.83 -1.85 -4.71
H23 -2.05 -0.32 -4.60
H24 -4.66 -1.19 -3.47
H25 -4.18 0.35 -4.13
H26 -3.79 -0.03 -2.46
H27 -1.85 1.26 -0.25
H28 -1.51 0.92 1.33
H29 -0.30 2.82 0.34
H30 0.89 1.75 -0.31
H31 1.88 3.50 1.10
H32 -4.61 -1.42 2.15
H33 -3.81 -3.03 2.31
H34 -3.72 -1.83 3.57
H35 0.89 -0.73 1.26
H36 -0.03 -2.06 1.33
H37 0.33 -4.14 -1.80
H38 -0.79 -3.78 0.17
H39 1.56 -5.76 -0.38
H40 3.49 -4.06 0.01
H41 3.70 -3.74 3.55
H42 2.39 -4.66 2.72
H43 2.08 -3.77 4.22
H44 2.77 -0.44 2.36
H45 2.73 -1.16 4.04
H46 4.11 -1.51 2.94
C24 9.85 1.76 -3.80
F1 10.10 0.71 -4.59
F2 10.45 1.54 -2.63
F3 10.40 2.83 -4.36
S1 8.05 1.99 -3.58
O6 7.59 0.74 -2.97
O7 7.53 2.20 -4.91
O8 7.93 3.14 -2.71
Mg1 1.36 -3.47 -5.61
O9 -3.79 1.42 3.55
H47 -3.03 0.92 3.31
C25 0.34 5.72 1.00
C26 0.49 4.63 -0.08
O10 -0.57 3.99 -0.37
O11 1.65 4.46 -0.54
H48 -0.69 5.79 1.35
H49 0.99 5.48 1.85
H50 0.65 6.69 0.61
Ca1 -0.46 2.36 3.90
B2 2.63 8.33 2.42
F4 2.42 8.87 3.69
F5 2.77 6.92 2.54
F6 1.52 8.60 1.59
F7 3.79 8.85 1.84
C27 -6.66 -0.73 5.74
O12 -5.47 -0.85 5.46
N4 -7.30 0.43 5.87
C28 -8.72 0.48 6.20
C29 -6.56 1.67 5.68
H51 -7.31 -1.61 5.91
H52 -9.25 0.99 5.40
H53 -8.86 1.03 7.13
H54 -9.12 -0.52 6.30
H55 -6.14 1.68 4.67
H56 -5.74 1.72 6.39
H57 -7.22 2.52 5.81
O13 -1.37 -2.72 -7.99
H58 -2.29 -2.53 -8.19
H59 -0.92 -2.60 -8.83
C30 -9.15 -2.66 3.68
C31 -10.43 -1.72 3.71
O14 -10.74 -1.33 4.83
O15 -10.90 -1.55 2.58
H60 -8.76 -2.80 4.68
H61 -9.43 -3.62 3.26
H62 -8.39 -2.20 3.05
K1 1.30 -0.41 3.96

Record 2
Here is a cluster of 2 separate species, C20H28BO4 in total from the OMol25 dataset. Energies are from ωB97M-V/def2-TZVPD.

* highest occupied orbital energy: -8.61 eV
* strongest force on any atom: 8.29 eV/A
* charge: +1
* LUMO: -5.1 eV

CARTESIAN COORDINATES (ANGSTROEM)
C1 -0.21 1.90 -2.24
O1 -0.40 1.00 -1.12
C2 0.79 0.56 -0.06
C3 1.72 -0.43 -1.16
C4 2.89 0.15 -1.72
C5 3.26 -0.26 -3.00
C6 2.41 -0.95 -3.85
C7 2.70 -1.09 -5.29
C8 1.26 -1.54 -3.29
C9 0.88 -1.26 -2.02
H1 -1.23 2.27 -2.50
H2 0.44 2.81 -2.08
H3 0.17 1.31 -3.12
H4 1.34 1.50 0.08
H5 3.47 0.82 -1.06
H6 4.22 0.10 -3.35
H7 1.96 -1.71 -5.78
H8 2.72 -0.11 -5.77
H9 3.69 -1.53 -5.41
H10 0.61 -2.21 -3.83
H11 -0.06 -1.67 -1.63
C10 0.76 -3.73 1.94
C11 1.24 -2.40 1.60
C12 1.94 -1.46 2.32
C13 2.18 -0.35 1.55
C14 1.57 -0.61 0.25
B1 -1.83 0.11 3.85
O2 -1.22 1.25 3.59
C15 -1.73 1.64 2.27
C16 -2.35 2.98 2.55
C17 -0.52 1.96 1.46
C18 -2.63 0.41 1.78
C19 -4.13 0.60 2.02
C20 -2.43 -0.25 0.44
O3 -2.34 -0.62 2.85
O4 0.97 -1.89 0.39
H12 1.56 -4.22 2.51
H13 -0.13 -3.64 2.60
H14 0.49 -4.25 1.01
H15 2.12 -1.53 3.38
H16 2.45 0.61 1.94
H17 -2.37 3.62 1.67
H18 -3.33 2.83 2.97
H19 -1.69 3.44 3.29
H20 0.06 0.45 0.82
H21 -0.85 2.53 0.56
H22 0.40 2.26 2.01
H23 -4.62 1.08 1.19
H24 -4.54 -0.42 2.11
H25 -4.38 1.15 2.93
H26 -2.70 0.48 -0.32
H27 -1.42 -0.60 0.25
H28 -3.13 -1.10 0.39